{
  "formula": "C4H24F3O12S",
  "method": "ωB97M-V/def2-TZVPD",
  "e_tot_ha": -1767.6030,
  "homo_ev": -7.82,
  "total_charge": -1,
  "gap_ev": 10.48,
  "multiplicity": 1,
  "symbols": ["C", "F", "F", "F", "S", "O", "O", "O", "O", "H", "H", "O", "H", "H", "O", "H", "H", "O", "H", "H", "O", "H", "H", "O", "H", "H", "O", "H", "H", "O", "H", "H", "C", "C", "C", "O", "H", "H", "H", "H", "H", "H", "H", "H"],
  "coordinates": [[5.7062, -16.3261, -15.1766], [6.6860, -16.2006, -16.0557], [4.8548, -17.2764, -15.5834], [6.1922, -16.7236, -13.9962], [4.7339, -14.7283, -14.9534], [3.5107, -14.9933, -15.6886], [4.5780, -14.5616, -13.5168], [5.5804, -13.7427, -15.5965], [7.6199, -13.2063, -18.4012], [7.1842, -13.0518, -17.5533], [8.0349, -14.0677, -18.3028], [3.7028, -12.5536, -17.6799], [4.5041, -12.5828, -18.2110], [3.7906, -13.3040, -17.0755], [1.2706, -16.0697, -14.0243], [1.5236, -15.6164, -13.2074], [1.7210, -15.5799, -14.7223], [6.0366, -12.6486, -12.0633], [6.5880, -13.1332, -11.4441], [5.6400, -13.3343, -12.6297], [6.2813, -11.0895, -15.3527], [6.1895, -12.0596, -15.3696], [5.6486, -10.8076, -14.6873], [2.2273, -15.4620, -18.4132], [1.3814, -15.9175, -18.4856], [2.6009, -15.7628, -17.5715], [2.3431, -14.1980, -11.9329], [3.1022, -14.2795, -12.5423], [1.9646, -13.3358, -12.1274], [0.6183, -13.5964, -16.6948], [1.1611, -14.2593, -17.1487], [1.0254, -13.5019, -15.8293], [6.6968, -16.7773, -10.6077], [5.3849, -17.3626, -10.0545], [4.3949, -17.6191, -11.2129], [5.6018, -18.5791, -9.3420], [6.8969, -17.0792, -11.6300], [7.5223, -17.1343, -9.9798], [6.7050, -15.6989, -10.4460], [4.9473, -16.6489, -9.3600], [3.7459, -18.4369, -10.9053], [4.9171, -17.8194, -12.1463], [3.7821, -16.7381, -11.4206], [6.0520, -19.2044, -9.9176]],
  "atomic_forces_ev_per_a": [[-1.250, 0.195, 0.665], [0.147, -0.106, -0.021], [0.342, -0.094, -0.218], [0.499, 0.000, -0.132], [0.434, 0.089, -0.919], [-0.130, 0.095, 0.208], [0.040, -0.246, -0.264], [0.062, -0.383, 0.303], [-0.021, 0.013, 0.054], [-0.024, 0.015, -0.019], [-0.052, -0.023, 0.031], [-0.041, -0.050, -0.025], [0.044, 0.010, 0.052], [-0.053, 0.170, -0.158], [-0.160, -0.069, 0.036], [-0.029, 0.084, -0.023], [0.162, -0.097, 0.083], [-0.011, -0.057, -0.056], [0.005, 0.000, -0.008], [0.043, 0.168, 0.181], [0.222, -0.128, -0.069], [-0.140, 0.456, 0.085], [0.006, -0.038, 0.038], [-0.192, -0.153, 0.232], [0.073, -0.103, -0.054], [0.139, 0.061, -0.077], [-0.005, -0.116, -0.168], [-0.042, 0.071, 0.242], [0.003, 0.005, 0.031], [-0.166, -0.226, 0.059], [0.104, 0.415, -0.106], [0.040, 0.020, -0.017], [0.201, -0.136, 1.309], [0.028, -0.132, -1.459], [-0.030, 0.572, 0.498], [0.085, 0.085, 0.462], [-0.050, 0.255, -0.142], [-0.057, -0.060, -0.070], [-0.048, 0.087, -0.613], [-0.011, -0.261, 0.294], [-0.117, -0.020, -0.263], [-0.009, -0.411, 0.047], [-0.020, -0.026, 0.106], [-0.022, 0.071, -0.134]],
  "nbo_charge": [0.71, -0.31, -0.32, -0.33, 2.36, -1.03, -1.02, -1.01, -0.95, 0.49, 0.46, -0.95, 0.46, 0.48, -0.98, 0.49, 0.48, -0.96, 0.46, 0.49, -0.97, 0.49, 0.46, -0.94, 0.46, 0.49, -0.98, 0.50, 0.47, -0.96, 0.48, 0.46, -0.64, 0.09, -0.64, -0.73, 0.21, 0.21, 0.21, 0.18, 0.21, 0.20, 0.23, 0.46]
}

{
  "formula": "C4H24NO12",
  "method": "ωB97M-V/def2-TZVPD",
  "e_tot_ha": -1124.5840,
  "relative_energy_kj_mol": 147.9,
  "homo_ev": -6.70,
  "total_charge": -1,
  "gap_ev": 9.29,
  "multiplicity": 1,
  "symbols": ["O", "C", "C", "C", "C", "O", "O", "N", "H", "H", "H", "H", "H", "H", "H", "H", "O", "H", "H", "O", "H", "H", "O", "H", "H", "O", "H", "H", "O", "H", "H", "O", "H", "H", "O", "H", "H", "O", "H", "H", "O"],
  "coordinates": [[0.8693, 1.5833, -3.2975], [-0.1801, 1.0005, -3.2360], [-0.6311, 0.1618, -2.0494], [-0.5538, 1.0383, -0.7894], [-1.5996, 0.5752, 0.2442], [-2.6441, 1.2590, 0.3038], [-1.3322, -0.4235, 0.9545], [0.3110, -0.9747, -2.0752], [-0.9062, 1.0491, -4.0716], [-1.6650, -0.1458, -2.2122], [0.4425, 0.9788, -0.3500], [-0.7803, 2.0678, -1.0547], [-0.0889, -1.8921, -1.9085], [0.9612, -0.8896, -1.2962], [-2.9208, 2.3216, -1.1824], [-4.1368, 2.5128, -2.0329], [-3.1806, 2.6003, -2.0878], [1.7407, -1.3918, -3.3674], [1.6682, -2.5868, -4.2344], [2.3176, -1.9317, -3.9502], [0.9236, 0.2623, 3.1292], [1.8482, -0.9426, 3.2511], [1.7814, 0.0037, 3.4923], [2.7744, -2.6018, 1.3062], [1.3123, -2.6054, 1.5886], [2.1769, -2.4585, 2.0503], [-4.0201, -0.2237, 1.2091], [-3.0911, -1.2768, 1.8547], [-4.0110, -1.0133, 1.7618], [3.8353, 1.8440, 0.5768], [3.6384, 2.0281, -0.9054], [4.0575, 1.4296, -0.2774], [-0.4594, -1.8633, 0.7588], [-0.5414, -3.4044, 0.4380], [0.0282, -2.6349, 0.3921], [-2.6214, 0.1295, 3.8935], [-1.5393, -0.4318, 3.0569], [-1.6676, -0.0175, 3.9234], [2.3260, 2.8319, 1.6138], [2.5536, 1.5946, 2.4005], [3.0044, 2.4378, 2.1787]],
  "atomic_forces_ev_per_a": [[-0.033, -0.061, 0.133], [-0.460, 0.298, -0.286], [0.801, 0.193, -0.145], [-0.438, -0.541, 0.391], [0.119, 1.041, -0.295], [-0.175, -0.273, 0.019], [0.282, -0.721, 0.527], [0.170, -0.385, 0.527], [0.098, 0.019, -0.140], [0.081, -0.165, -0.066], [0.106, 0.054, -0.125], [0.110, 0.058, 0.025], [-0.469, 0.341, 0.028], [-0.002, 0.174, -0.202], [0.081, -0.203, -0.030], [-0.039, 0.043, -0.206], [-0.074, 0.020, 0.259], [0.278, 0.093, -0.048], [0.303, -0.078, -0.164], [-0.559, -0.063, 0.104], [-0.101, -0.067, 0.299], [0.285, 0.435, -0.171], [-0.211, -0.119, -0.315], [0.265, 0.218, 0.281], [0.419, 0.102, 0.342], [-0.530, -0.403, -0.505], [0.613, 0.138, -0.038], [0.108, 0.428, -0.467], [-0.838, -0.481, 0.464], [0.208, -0.303, 0.080], [0.066, -0.201, -0.240], [-0.183, 0.379, 0.065], [-0.392, 0.352, -0.385], [-0.201, 0.016, 0.118], [0.338, -0.397, 0.111], [0.030, 0.137, 0.146], [0.280, 0.250, -0.153], [-0.268, -0.253, -0.155], [0.159, 0.369, 0.111], [0.598, -0.017, 0.474], [-0.823, -0.424, -0.368]],
  "nbo_charge": [-0.54, 0.47, -0.15, -0.52, 0.81, -0.77, -0.85, -0.86, 0.10, 0.21, 0.22, 0.23, 0.39, 0.38, 0.50, 0.46, -0.99, 0.50, 0.45, -0.97, 0.47, 0.51, -0.98, 0.47, 0.50, -0.99, 0.49, 0.48, -0.99, 0.49, 0.46, -0.97, 0.52, 0.47, -1.00, 0.47, 0.48, -0.96, 0.46, 0.50, -0.96]
}